No. 1
# C34H28N6STi

C34H28N6STi as an isolated structure (the ωB97M-V functional and the def2-TZVPD basis, the Open Molecules 2025 dataset).

The value obtained for the total energy is -78594.708 eV. The value obtained for the gap between HOMO and LUMO is 0.2704 hartree. The value obtained for the HOMO energy is -0.505 hartree. The relative energy (zero: lowest compared OMol25 entry of this formula, charge and spin) comes out at 10.5 kcal/mol.

The geometry in ORCA input format:
```
! wB97M-V def2-TZVPD RIJCOSX def2/J DEFGRID3
* xyz 2 1
Ti 0.3300 0.7475 -0.8709
C -0.6635 1.6865 2.1113
N -0.6906 2.2213 0.7326
C -2.0543 2.5437 0.2552
C -2.6027 1.3990 -0.5263
N -1.8160 0.5455 -1.1342
C -2.6585 -0.3310 -1.8309
C -2.3775 -1.4505 -2.6107
C -3.4489 -2.1335 -3.1464
C -4.7739 -1.7276 -2.9116
C -5.0659 -0.6302 -2.1310
C -3.9777 0.0542 -1.6012
N -3.9048 1.1661 -0.7689
C -0.6275 0.2003 2.0616
N -0.4522 -0.4610 0.9437
C -0.5457 -1.8199 1.3027
C -0.5327 -2.9759 0.5226
C -0.6932 -4.1813 1.1710
C -0.8723 -4.2546 2.5632
C -0.9143 -3.1189 3.3424
C -0.7542 -1.9095 2.6756
N -0.7957 -0.5951 3.1321
H -1.5412 2.0174 2.6763
H 0.2138 2.0870 2.6211
H -0.1643 3.0857 0.7423
H -1.9927 3.4209 -0.3958
H -2.7173 2.8114 1.0828
H -1.3667 -1.7902 -2.7803
H -3.2663 -3.0057 -3.7575
H -5.5830 -2.2941 -3.3502
H -6.0857 -0.3251 -1.9449
H -4.6783 1.6941 -0.3984
H -0.4045 -2.9364 -0.5471
H -0.6877 -5.0959 0.5949
H -0.9951 -5.2207 3.0311
H -1.0729 -3.1692 4.4100
H -0.9814 -0.2875 4.0726
C 1.7149 1.0526 -2.7665
C 1.9263 2.1611 -1.9300
C 0.7111 2.8858 -1.8502
C -0.2393 2.2298 -2.6478
C 0.3615 1.0739 -3.1848
H 2.4594 0.3333 -3.0592
H 2.8532 2.4210 -1.4457
H 0.5583 3.8170 -1.3263
H -1.2591 2.5398 -2.8097
H -0.1181 0.3589 -3.8364
S 3.6122 -0.3101 2.1113
C 3.3690 1.3834 2.3863
C 3.9568 2.1871 3.3625
C 3.6879 3.5389 3.3371
C 2.8771 4.0890 2.3366
C 2.2930 3.2913 1.3732
C 2.5105 1.9114 1.4208
N 2.0075 0.9435 0.5435
C 2.5633 -0.2293 0.7637
C 2.3029 -1.3274 -0.1608
C 2.9815 -2.5398 -0.0830
C 2.7813 -3.4936 -1.0673
C 1.9439 -3.2052 -2.1368
C 1.2731 -1.9887 -2.2070
C 1.4045 -1.0401 -1.1970
H 4.6195 1.7655 4.1050
H 4.1373 4.1849 4.0776
H 2.7269 5.1592 2.3023
H 1.7366 3.7426 0.5632
H 3.6777 -2.7435 0.7217
H 3.2999 -4.4401 -1.0226
H 1.8248 -3.9281 -2.9338
H 0.6598 -1.7907 -3.0785
*
```



No. 2
# C39H60N6O7

A 6-piece molecular cluster, C39H60N6O7 overall in a non-equilibrium geometry (the ωB97M-V functional and the def2-TZVPD basis, the Open Molecules 2025 dataset).

The value obtained for the total energy is -64687.044 eV. The SMILES is [H]/N=C(\C)Cc1ccc2c(c1CCCCC)C(=O)c1c(C=C)cccc1C2=O.CN(C)C=O.CN(C)C=O.CN(C)C=O.CN(C)C=O.CN(C)C=O. The value obtained for the gap between HOMO and LUMO is 0.2930 hartree. The value obtained for the HOMO energy is -0.295 hartree.

The geometry in ORCA input format:
```
! wB97M-V def2-TZVPD RIJCOSX def2/J DEFGRID3
* xyz 0 1
H 0.2482 -4.8780 -0.0364
N -0.0732 -3.9291 -0.2179
C -0.9692 -3.9401 -1.1128
C -1.4263 -5.2118 -1.7885
C -1.6781 -2.6799 -1.5865
C -0.7373 -1.5084 -1.7451
C -0.3354 -1.1786 -3.0311
C 0.5402 -0.1484 -3.3235
C 1.0646 0.5845 -2.2714
C 0.6898 0.2682 -0.9508
C -0.2253 -0.7572 -0.6692
C -0.6306 -1.0176 0.7657
C -1.9138 -0.2225 1.0640
C -2.3945 -0.3244 2.5113
C -3.9410 -0.3319 2.5234
C -4.4645 -1.7411 2.1534
C 1.3300 1.0909 0.1277
O 0.7502 1.5095 1.1065
C 2.7666 1.3993 -0.1184
C 3.7291 1.3652 0.8904
C 3.4583 1.0324 2.3171
C 3.2349 1.9586 3.2965
C 5.0468 1.6390 0.5441
C 5.4145 1.9327 -0.7629
C 4.4480 1.9874 -1.7576
C 3.1338 1.7114 -1.4208
C 2.0422 1.7144 -2.4399
O 1.9513 2.5872 -3.2754
H -1.0339 -5.2647 -2.8056
H -1.0567 -6.0878 -1.2547
H -2.5152 -5.2739 -1.8063
H -2.1551 -2.8840 -2.5424
H -2.4500 -2.4366 -0.8518
H -0.7237 -1.7740 -3.8512
H 0.7948 0.0547 -4.3547
H -0.8151 -2.0780 0.9047
H 0.1594 -0.7191 1.4505
H -1.7071 0.8123 0.7908
H -2.6742 -0.6322 0.3962
H -2.0108 -1.2135 3.0146
H -2.1005 0.5814 3.0473
H -4.3338 0.0285 3.4717
H -4.2331 0.3457 1.7203
H -4.5639 -1.7913 1.0677
H -3.7261 -2.4806 2.4576
H -5.4102 -1.9331 2.6507
H 3.4770 -0.0261 2.5884
H 2.3507 2.5881 3.2673
H 3.9429 2.0095 4.1194
H 5.8143 1.6074 1.3070
H 6.4504 2.1203 -1.0287
H 4.6852 2.2225 -2.7861
C 1.7745 1.5037 -6.8626
N 2.2994 0.5444 -7.8162
C 3.6263 0.7501 -8.3695
C 1.5988 -0.5363 -8.2097
O 1.9945 -1.3668 -9.0040
H 1.7238 2.4844 -7.3396
H 2.4290 1.5516 -5.9906
H 0.7749 1.2310 -6.5307
H 3.5705 0.8361 -9.4551
H 4.2678 -0.0985 -8.1304
H 4.0550 1.6586 -7.9539
H 0.6048 -0.6028 -7.7333
C -4.2527 3.2389 -2.0046
N -4.0481 1.8275 -2.2584
C -3.3519 1.4114 -3.4641
C -4.4808 0.8837 -1.4051
O -4.3283 -0.3176 -1.5375
H -4.8405 3.6856 -2.8098
H -3.2911 3.7525 -1.9433
H -4.7824 3.3726 -1.0635
H -3.9973 0.7711 -4.0673
H -2.4574 0.8432 -3.2027
H -3.0683 2.2886 -4.0406
H -4.9955 1.3055 -0.5249
C 10.4214 0.0219 0.9970
N 10.0726 0.7892 -0.1816
C 11.0172 0.8697 -1.2840
C 8.8993 1.4340 -0.2944
O 8.5611 2.0895 -1.2632
H 11.3253 0.4266 1.4562
H 10.5996 -1.0210 0.7282
H 9.6106 0.0639 1.7213
H 11.2881 1.9092 -1.4694
H 10.5665 0.4701 -2.1925
H 11.9093 0.2992 -1.0389
H 8.2510 1.3139 0.5906
C -6.2578 4.4880 5.4288
N -6.1770 3.5350 4.3422
C -7.1594 2.4665 4.2555
C -5.2168 3.5988 3.3993
O -5.1133 2.8186 2.4739
H -6.1702 3.9748 6.3887
H -7.2134 5.0158 5.3987
H -5.4527 5.2153 5.3455
H -6.6630 1.4965 4.2951
H -7.7001 2.5307 3.3108
H -7.8603 2.5508 5.0823
H -4.5156 4.4379 3.5476
C -2.5245 -5.1092 6.8541
N -2.9761 -4.2814 5.7558
C -2.1998 -4.2419 4.5271
C -4.0989 -3.5384 5.8285
O -4.5124 -2.8319 4.9315
H -1.5323 -4.7929 7.1828
H -2.4747 -6.1551 6.5438
H -3.2146 -5.0245 7.6911
H -1.8727 -3.2219 4.3226
H -2.8100 -4.5754 3.6869
H -1.3313 -4.8886 4.6253
H -4.6196 -3.6327 6.7975
*
```